1.
DFT (ωB97M-V with the def2-TZVPD basis set) results for a cluster of 2 separate species, C3H6N2O2 in total.

Computed properties:
* LUMO level: 0.730 eV
* energy relative to the best compared isomer or geometry (same formula, charge and spin): 198.6 kJ/mol
* SMILES: O=C1COC=N1.N
* energy: -10282.739 eV
* highest occupied orbital energy: -9.866 eV

Geometry as ORCA input:
```
! RIJCOSX wB97M-V def2-TZVPD def2/J DEFGRID3
* xyz 0 1
O 1.341 0.419 1.474
C 0.408 0.003 0.835
C -0.990 0.609 0.713
O -1.814 -0.559 0.561
C -0.955 -1.554 0.274
N 0.300 -1.343 0.302
H -1.108 1.226 -0.182
H -1.279 1.167 1.602
H -1.439 -2.502 0.061
N 1.227 0.685 -1.229
H 2.171 0.922 -0.943
H 0.947 1.237 -2.027
H 1.192 -0.309 -1.440
*
```

Atomic partial charges in e from the Mulliken method, atoms 1 to 8: -0.567, 0.947, -0.289, -0.352, 0.055, -0.680, 0.224, 0.264

2.
DFT (ωB97M-V with the def2-TZVPD basis set) results for a cluster of 2 separate species, C3H6N2O2 in total.

Computed properties:
* LUMO level (spin up / spin down): -0.521 / -0.522 eV
* energy relative to the best compared isomer or geometry (same formula, charge and spin): 720.9 kJ/mol
* energy: -10277.325 eV
* highest occupied orbital energy (spin up / spin down): -7.465 / -7.468 eV

Geometry as ORCA input:
```
! RIJCOSX wB97M-V def2-TZVPD def2/J DEFGRID3
* xyz 0 1
C 1.264 -1.063 -0.029
C 0.646 -0.059 -0.873
N -1.902 0.929 -0.918
C 0.876 0.020 0.995
O -1.231 -0.143 -0.375
N -0.328 0.031 1.563
O 0.858 0.679 -1.775
H -1.284 1.744 -0.905
H -2.735 1.106 -0.362
H -0.750 -0.895 1.614
H 0.689 -1.981 0.085
H 2.329 -1.202 -0.215
H 1.569 0.834 1.194
*
```

Atomic partial charges in e from the Mulliken method, atoms 1 to 8: -0.529, 0.756, -0.404, -0.195, -0.414, -0.457, -0.413, 0.195

3.
DFT (ωB97M-V with the def2-TZVPD basis set) results for an isolated molecule of C3H6N2O2.

Computed properties:
* LUMO level: 0.627 eV
* energy relative to the best compared isomer or geometry (same formula, charge and spin): 195.7 kJ/mol
* SMILES: [H]/N=C\OCC(N)=O
* energy: -10282.769 eV
* highest occupied orbital energy: -9.838 eV

Geometry as ORCA input:
```
! RIJCOSX wB97M-V def2-TZVPD def2/J DEFGRID3
* xyz 0 1
H 0.241 0.595 -1.219
N 1.125 1.020 -0.883
C 1.661 0.700 0.209
O 1.226 -0.135 1.204
C 0.040 -0.832 0.891
C -1.049 0.069 0.276
N -1.381 -0.199 -1.049
O -1.550 0.987 0.880
H 2.636 1.089 0.504
H 0.288 -1.661 0.215
H -0.355 -1.224 1.832
H -2.112 0.378 -1.439
H -1.264 -1.119 -1.443
*
```

Atomic partial charges in e from the Mulliken method, atoms 1 to 8: 0.523, -0.697, 0.133, -0.303, -0.389, 0.455, -0.507, -0.564

4.
DFT (ωB97M-V with the def2-TZVPD basis set) results for an isolated molecule of C3H6N2O2.

Computed properties:
* LUMO level (spin up / spin down): -0.519 / -0.565 eV
* energy relative to the best compared isomer or geometry (same formula, charge and spin): 653.2 kJ/mol
* SMILES: O=NCCCN=O
* energy: -10278.028 eV
* highest occupied orbital energy (spin up / spin down): -8.453 / -8.416 eV

Geometry as ORCA input:
```
! RIJCOSX wB97M-V def2-TZVPD def2/J DEFGRID3
* xyz 0 1
O 2.096 1.666 0.148
N 1.191 0.994 -0.300
C -0.183 1.248 0.108
C -0.992 0.028 -0.324
C -0.279 -1.249 0.149
N 1.138 -0.986 0.260
O 1.955 -1.778 -0.153
H -0.521 2.148 -0.411
H -0.247 1.444 1.186
H -2.000 0.071 0.089
H -1.063 0.013 -1.412
H -0.609 -1.496 1.165
H -0.486 -2.102 -0.506
*
```

Atomic partial charges in e from the Mulliken method, atoms 1 to 8: -0.424, 0.125, -0.464, -0.537, -0.510, 0.217, -0.421, 0.373

5.
DFT (ωB97M-V with the def2-TZVPD basis set) results for a cluster of 2 separate species, C3H6N2O2 in total.

Computed properties:
* LUMO level: 0.756 eV
* energy relative to the best compared isomer or geometry (same formula, charge and spin): 213.6 kJ/mol
* SMILES: O=C1CC=NN1.O
* energy: -10282.584 eV
* highest occupied orbital energy: -9.933 eV

Geometry as ORCA input:
```
! RIJCOSX wB97M-V def2-TZVPD def2/J DEFGRID3
* xyz 0 1
O 1.003 -1.038 0.548
C -0.016 -0.560 0.155
C -0.449 0.871 0.239
C -1.978 0.728 -0.044
N -2.290 -0.455 -0.330
N -1.137 -1.268 -0.227
H 0.113 1.374 -0.568
H -0.121 1.250 1.233
H -2.709 1.539 -0.075
H -1.351 -2.248 -0.169
O 3.240 0.187 -0.399
H 2.709 0.273 0.431
H 2.986 -0.652 -0.793
*
```

Atomic partial charges in e from the Mulliken method, atoms 1 to 8: -0.629, 0.323, -0.194, -0.194, -0.537, 0.072, 0.254, 0.263

6.
DFT (ωB97M-V with the def2-TZVPD basis set) results for a structure of composition C3H6N2O2.

Computed properties:
* LUMO level: 0.773 eV
* energy relative to the best compared isomer or geometry (same formula, charge and spin): 373.0 kJ/mol
* energy: -10280.932 eV
* highest occupied orbital energy: -10.056 eV

Geometry as ORCA input:
```
! RIJCOSX wB97M-V def2-TZVPD def2/J DEFGRID3
* xyz 0 1
C -0.298 0.122 -1.551
C 0.188 -1.422 0.801
C -0.414 1.104 0.821
O 0.276 -0.812 1.866
O -0.703 -0.041 -0.179
N 0.582 -2.338 0.102
N 0.465 1.944 0.525
H 1.275 -2.895 0.598
H 0.468 2.761 1.133
H -1.239 1.145 1.531
H -0.289 -0.874 -1.995
H -1.018 0.756 -2.068
H 0.706 0.550 -1.583
*
```

Atomic partial charges in e from the Mulliken method, atoms 1 to 8: -0.685, 0.771, 0.153, -0.545, -0.341, -0.635, -0.557, 0.284

7.
DFT (ωB97M-V with the def2-TZVPD basis set) results for an isolated molecule of C3H6N2O2.

Computed properties:
* LUMO level: 0.739 eV
* energy relative to the best compared isomer or geometry (same formula, charge and spin): 42.9 kJ/mol
* SMILES: NC(=O)CNC=O
* energy: -10284.353 eV
* highest occupied orbital energy: -9.718 eV

Geometry as ORCA input:
```
! RIJCOSX wB97M-V def2-TZVPD def2/J DEFGRID3
* xyz 0 1
N -1.504 0.869 -0.287
C -1.329 -0.455 -0.048
O -2.164 -1.306 -0.296
C 0.028 -0.821 0.567
N 1.164 -0.421 -0.251
C 1.653 0.833 -0.138
O 1.181 1.671 0.615
H -2.370 1.160 -0.715
H -0.822 1.555 0.007
H 0.042 -1.900 0.718
H 0.132 -0.321 1.537
H 1.543 -1.045 -0.949
H 2.521 1.044 -0.786
*
```

Atomic partial charges in e from the Mulliken method, atoms 1 to 8: -0.312, 0.593, -0.625, -0.595, -0.124, 0.031, -0.611, 0.216

8.
DFT (ωB97M-V with the def2-TZVPD basis set) results for an isolated molecule of C3H6N2O2.

Computed properties:
* LUMO level: 0.755 eV
* energy relative to the best compared isomer or geometry (same formula, charge and spin): 572.8 kJ/mol
* SMILES: [H]/N=C(/NO)[C@@H]1CO1
* energy: -10278.861 eV
* highest occupied orbital energy: -9.515 eV

Geometry as ORCA input:
```
! RIJCOSX wB97M-V def2-TZVPD def2/J DEFGRID3
* xyz 0 1
H 0.753 2.283 -0.180
N 1.289 1.446 0.113
C 0.592 0.358 -0.011
N 1.096 -1.023 0.112
O 2.491 -1.001 0.130
C -0.930 0.366 -0.331
C -1.802 -0.272 0.617
O -1.309 -0.969 -0.493
H 0.577 -1.571 -0.677
H 2.519 -0.116 -0.558
H -1.085 1.225 -0.924
H -1.318 -0.535 1.619
H -2.872 -0.189 0.583
*
```

Atomic partial charges in e from the Mulliken method, atoms 1 to 8: 0.214, -0.812, 0.505, -0.245, -0.411, 0.031, -0.337, -0.486

9.
DFT (ωB97M-V with the def2-TZVPD basis set) results for an isolated molecule of C3H6N2O2.

Computed properties:
* LUMO level: 0.869 eV
* energy relative to the best compared isomer or geometry (same formula, charge and spin): 554.3 kJ/mol
* SMILES: CN(N=O)[C@@H]1CO1
* energy: -10279.053 eV
* highest occupied orbital energy: -9.322 eV

Geometry as ORCA input:
```
! RIJCOSX wB97M-V def2-TZVPD def2/J DEFGRID3
* xyz 0 1
C 1.570 -0.897 0.961
N 1.208 0.011 -0.083
N 1.832 1.132 -0.021
O 1.654 1.875 -1.015
C 0.201 -0.449 -1.005
C -0.499 0.348 -2.001
O -1.067 0.064 -0.726
H 0.619 -1.318 1.078
H 2.412 -1.557 0.579
H 1.905 -0.400 1.867
H 0.255 -1.467 -1.139
H -0.330 1.406 -2.108
H -1.094 -0.129 -2.793
*
```

Atomic partial charges in e from the Mulliken method, atoms 1 to 8: -0.865, 0.536, -0.250, -0.493, -0.101, -0.325, -0.406, 0.397

10.
DFT (ωB97M-V with the def2-TZVPD basis set) results for an isolated molecule of C3H6N2O2.

Computed properties:
* LUMO level: 0.916 eV
* energy relative to the best compared isomer or geometry (same formula, charge and spin): 125.2 kJ/mol
* SMILES: [H]/N=C/OCC(N)=O
* energy: -10283.500 eV
* highest occupied orbital energy: -9.777 eV

Geometry as ORCA input:
```
! RIJCOSX wB97M-V def2-TZVPD def2/J DEFGRID3
* xyz 0 1
H 1.809 0.895 -1.784
N 1.252 0.388 -1.104
C 1.657 0.614 0.075
O 1.087 0.079 1.158
C -0.028 -0.772 0.909
C -1.255 0.034 0.462
N -1.727 -0.290 -0.777
O -1.783 0.841 1.200
H 2.492 1.247 0.384
H 0.245 -1.542 0.182
H -0.259 -1.231 1.872
H -2.458 0.315 -1.127
H -1.032 -0.579 -1.451
*
```

Atomic partial charges in e from the Mulliken method, atoms 1 to 8: 0.228, -0.534, 0.037, -0.348, -0.387, 0.518, -0.452, -0.585

energy of number 7 (C3H6N2O2)?
-10284.353 eV